Record 1
Below is a cluster of 5 separate species, C24H49BClO16 in total in a non-equilibrium geometry, with properties calculated with ωB97M-V/def2-TZVPD.

```
91
Properties=species:S:1:pos:R:3:forces:R:3:lowdin_charge:R:1
C -3.546334 -2.946081 -7.549900 0.4 0.3 0.0 -0.11
C -2.400062 -1.961170 -7.866870 -0.2 -0.1 0.2 -0.27
C -2.054286 -1.101425 -6.650042 -0.1 -0.3 -0.4 -0.22
C -1.097619 0.040955 -6.961867 -0.1 0.3 0.5 -0.13
C -0.316388 0.529334 -5.737418 0.1 -0.2 0.8 -0.30
O -0.824367 0.052176 -4.498006 0.4 0.2 -0.2 -0.05
B -0.238778 0.977919 -3.508010 -1.4 1.2 0.2 -1.06
Cl 0.862395 0.197256 -2.172526 0.5 -0.2 -0.1 0.51
O 0.491288 2.038861 -4.276143 -0.3 -0.2 0.2 -0.03
C -0.190848 2.052362 -5.493931 0.5 -0.8 -0.9 -0.49
C 0.641817 2.633701 -6.638332 -0.1 0.4 0.4 -0.01
C -1.585948 2.741946 -5.471282 0.2 0.4 0.1 -0.11
O -1.766329 3.609827 -4.357038 0.1 -0.1 0.2 -0.13
O -3.051823 3.281496 -3.785282 -0.1 -0.1 -0.3 -0.04
H -4.465911 -2.595820 -8.015416 -0.2 -0.2 0.1 0.06
H -3.328073 -3.957078 -7.888272 -0.1 0.0 -0.1 0.06
H -3.695474 -2.994234 -6.471631 -0.1 0.0 0.0 0.07
H -1.511811 -2.510182 -8.185234 0.1 0.0 0.0 0.10
H -2.698553 -1.323484 -8.702053 0.1 0.0 -0.1 0.10
H -2.986878 -0.711298 -6.240134 0.0 0.1 0.2 0.12
H -1.637370 -1.753265 -5.883615 0.1 0.1 0.1 0.12
H -0.384659 -0.246310 -7.735911 0.0 -0.1 -0.1 0.12
H -1.669200 0.888404 -7.351743 -0.1 -0.1 -0.2 0.11
H 0.735112 0.214102 -5.743167 0.1 -0.2 -0.6 0.15
H -1.156803 1.508755 -2.885468 0.2 -0.3 0.2 0.07
H 1.498823 2.001563 -6.860079 0.1 0.0 0.1 0.08
H 0.019193 2.712476 -7.530636 0.0 -0.1 -0.1 0.07
H 0.979204 3.642207 -6.390484 0.1 0.0 0.0 0.09
H -1.646322 3.386247 -6.353340 -0.3 -0.1 -0.2 0.12
H -2.385819 2.006435 -5.483188 -0.1 0.0 0.1 0.13
H -3.127825 3.969106 -3.116777 0.2 0.1 0.1 0.08
C 0.601655 -3.216579 -1.751147 0.0 -0.4 0.0 -0.08
C 0.063825 -2.701514 -0.437383 0.3 0.2 -0.2 -0.21
O -1.070250 -3.488392 0.005947 0.0 0.0 0.1 0.04
C -0.788691 -4.642703 0.577757 0.0 0.1 -0.1 -0.64
O 0.306313 -5.093811 0.805586 0.0 -0.1 0.0 0.11
O -1.944763 -5.245290 0.895593 0.0 -0.1 0.1 0.00
C -1.793000 -6.535879 1.481067 -0.1 -0.1 0.0 -0.05
H -0.195152 -3.256147 -2.494445 0.0 0.2 0.0 0.09
H 1.383453 -2.558110 -2.120291 0.0 0.1 0.0 0.05
H 1.009216 -4.223592 -1.640460 0.0 0.0 0.1 0.07
H -0.307288 -1.688295 -0.557163 -0.2 -0.1 0.0 0.08
H 0.830751 -2.690231 0.337198 0.0 -0.2 0.1 0.12
H -1.116416 -6.505573 2.332927 0.1 0.0 0.0 0.08
H -1.422103 -7.246262 0.743033 0.1 0.0 0.0 0.10
H -2.782871 -6.837020 1.812501 0.0 0.1 0.0 0.09
C -0.732873 2.875758 0.761610 0.1 -0.1 0.2 -0.05
C -1.239376 4.155733 0.144250 0.1 -0.3 -0.3 -0.18
O -1.912826 4.992547 1.114397 -0.1 0.1 0.0 0.05
C -1.118978 5.691520 1.905069 0.0 -0.2 0.0 -0.60
O 0.085504 5.726769 1.865941 -0.1 0.2 0.0 0.10
O -1.875291 6.366097 2.778116 0.0 0.1 0.0 0.00
C -1.129953 7.116556 3.736205 0.0 0.1 0.1 -0.05
H -1.541795 2.345971 1.266736 -0.1 0.0 -0.1 0.08
H -0.323535 2.229172 -0.016605 0.0 0.0 0.0 0.07
H 0.045594 3.070961 1.500052 0.0 0.0 0.0 0.07
H -1.988152 3.936072 -0.612827 -0.1 0.1 0.1 0.12
H -0.438745 4.718706 -0.332262 0.0 0.1 0.1 0.13
H -0.409077 7.767819 3.246599 0.0 0.0 0.0 0.09
H -0.615023 6.446531 4.423521 0.1 0.0 0.0 0.10
H -1.853871 7.715363 4.281872 -0.1 0.0 0.0 0.09
C 4.015046 1.396072 5.969139 0.0 0.0 -0.2 -0.07
C 4.175831 2.892950 6.128635 0.0 -0.1 0.3 -0.22
O 4.504953 3.527610 4.887566 0.0 0.0 0.0 0.03
C 3.470318 3.723285 4.060277 0.0 0.0 0.0 -0.61
O 2.323279 3.447236 4.300310 -0.1 0.0 0.0 0.12
O 3.930339 4.277910 2.949041 0.0 0.0 -0.1 0.01
C 2.931227 4.496269 1.934830 -0.1 0.1 -0.1 -0.02
H 4.904060 0.966111 5.506554 0.0 0.0 0.1 0.08
H 3.863269 0.926416 6.941445 0.0 0.0 0.0 0.08
H 3.160746 1.162297 5.335832 0.0 0.0 0.0 0.08
H 5.009958 3.118412 6.791615 0.1 0.1 -0.1 0.12
H 3.278701 3.346888 6.549093 -0.1 0.0 -0.1 0.12
H 2.078055 5.045668 2.322781 0.1 -0.1 0.1 0.06
H 2.603886 3.541406 1.526612 0.0 0.0 0.0 0.10
H 3.415549 5.072067 1.151858 0.1 0.0 0.1 0.10
C 1.229129 -6.569914 7.765281 0.0 0.0 -0.2 -0.07
C 1.366816 -5.070292 7.919403 0.0 -0.1 0.3 -0.22
O 1.665437 -4.433485 6.671810 0.0 0.0 0.0 0.03
C 0.618682 -4.254737 5.860419 0.1 0.0 0.0 -0.61
O -0.521384 -4.552513 6.109702 -0.1 0.0 0.0 0.12
O 1.055007 -3.687291 4.744836 0.0 0.0 0.0 0.02
C 0.045465 -3.466366 3.751203 -0.1 0.1 -0.2 -0.01
H 2.118114 -6.985158 7.289187 0.0 0.0 0.1 0.08
H 1.101342 -7.039296 8.741122 0.0 0.0 0.0 0.08
H 0.368315 -6.818914 7.146432 0.0 0.0 0.0 0.07
H 2.207528 -4.829630 8.567926 0.1 0.1 -0.1 0.12
H 0.469498 -4.630200 8.353487 -0.1 0.0 -0.1 0.12
H -0.794005 -2.914207 4.167279 0.0 -0.1 0.1 0.10
H -0.290593 -4.416667 3.344460 0.0 0.0 0.0 0.08
H 0.508802 -2.882890 2.962269 0.1 0.0 0.0 0.10
```
Positions in Å, forces in eV/Å.

- LUMO: 0.0805 Eh
- Spin multiplicity: 1
- Highest occupied orbital energy: -4.91 eV
- E: -71644.0148 eV
- Net charge: -1
- Gap between HOMO and LUMO: 7.098 eV


Record 2
Below is a structure of composition C24H49Cl3CoGeSi2Te in a non-equilibrium geometry, with properties calculated with ωB97M-V/def2-TZVPD.

```
81
Properties=species:S:1:pos:R:3:forces:R:3:lowdin_spin:R:1
Co 1.028681 1.259887 -0.573596 -0.2 -0.8 -0.5 2.23
Cl 3.520856 1.205980 -0.471974 0.4 0.0 0.1 0.04
C 3.674589 1.564344 -2.202014 0.1 0.2 -0.1 0.00
Cl 2.059956 1.372463 -2.916610 0.3 0.1 -0.7 0.01
H 4.364637 0.874049 -2.675010 0.0 -0.1 0.1 0.00
H 3.995044 2.594027 -2.319897 0.0 0.0 0.0 0.00
C -0.443420 4.349789 5.252033 0.2 0.0 0.0 0.00
C 0.917086 3.667645 5.155476 -0.2 -0.2 0.1 0.00
C 0.887987 2.347143 4.376412 0.2 0.2 0.0 -0.01
C 0.535845 2.573313 2.903708 -0.1 -0.3 -0.5 -0.01
Ge 0.850628 0.925926 1.843496 -0.7 -0.3 1.4 -0.12
C -0.527471 -0.523059 2.032177 0.3 0.4 -0.2 -0.03
C -0.900998 -0.926347 3.467389 0.1 -0.1 0.1 -0.01
C 0.014339 -1.977762 4.094966 0.1 0.2 0.1 0.00
C 1.346841 -1.424062 4.589034 -0.2 -0.1 0.0 0.00
H -0.374167 5.215637 5.908873 -0.1 0.0 0.0 0.00
H -1.190378 3.675446 5.673968 0.0 0.0 0.0 0.00
H -0.793087 4.700455 4.280156 -0.1 0.0 0.0 0.00
H 1.271752 3.442183 6.163083 0.1 0.1 0.0 0.00
H 1.643363 4.343966 4.697676 0.1 0.0 0.0 0.00
H 0.165061 1.676084 4.844236 0.0 0.0 0.0 0.00
H 1.874045 1.878860 4.448612 0.0 -0.1 0.1 0.00
H 1.180516 3.359298 2.502332 0.0 0.0 0.0 0.00
H -0.503736 2.883770 2.787217 0.0 0.0 -0.1 0.00
H 2.285520 0.453202 2.181426 0.1 0.0 -0.4 -0.02
H -0.196433 -1.399449 1.467652 0.0 0.1 -0.1 0.00
H -1.413961 -0.121249 1.534509 0.0 0.0 -0.1 0.00
H -1.914955 -1.333504 3.431232 0.0 0.1 0.0 0.00
H -0.947748 -0.046024 4.113005 -0.1 0.0 0.0 0.00
H 0.197205 -2.778665 3.372301 -0.1 -0.1 0.0 0.00
H -0.515887 -2.417863 4.941274 0.0 -0.1 0.0 0.00
H 1.916163 -0.980867 3.769693 0.1 0.0 0.0 0.00
H 1.946895 -2.218075 5.030521 0.1 0.0 0.0 0.00
H 1.188348 -0.662662 5.353702 0.0 0.0 0.0 0.00
C 2.963228 -2.293868 -0.071322 -0.1 -0.3 -0.2 0.00
Si 2.056630 -3.378609 -1.321172 -0.1 0.3 -0.4 0.00
C 0.854100 -4.539829 -0.456477 0.3 0.2 -0.1 0.00
C 3.227017 -4.287520 -2.477612 -0.1 0.0 0.4 0.00
C 1.113233 -2.226468 -2.572017 0.5 -0.4 0.6 0.02
Te -0.215497 -0.752774 -1.844486 0.0 0.1 -0.1 0.11
C -1.745065 -2.102835 -1.305557 -0.6 -0.2 -0.4 0.02
Si -3.049231 -2.209592 -2.765386 0.4 0.2 0.1 0.01
C -4.141423 -3.703983 -2.481383 0.1 0.3 -0.1 0.00
C -2.090403 -2.311947 -4.389697 -0.2 -0.1 0.3 0.00
C -3.930346 -0.548001 -2.690764 -0.1 -0.3 0.0 0.00
H 3.469016 -2.932455 0.655110 0.0 0.0 0.1 0.00
H 2.292682 -1.632156 0.484250 0.0 0.0 0.0 0.00
H 3.730784 -1.685553 -0.551136 0.0 0.0 0.0 0.00
H 1.427031 -5.284564 0.099551 0.0 0.0 0.0 0.00
H 0.231292 -5.086381 -1.166991 0.0 0.0 0.0 0.00
H 0.202656 -4.040094 0.262786 0.0 0.1 0.0 0.00
H 3.850322 -4.984604 -1.915193 0.0 0.0 0.0 0.00
H 3.893744 -3.607629 -3.009588 0.0 0.1 0.0 0.00
H 2.680812 -4.866187 -3.223933 -0.1 0.0 0.0 0.00
H 0.520446 -2.874808 -3.220656 -0.1 0.2 -0.1 0.00
H 1.847634 -1.707926 -3.189774 0.0 0.0 0.0 0.00
H -2.249741 -1.778654 -0.396357 0.1 0.1 0.1 0.00
H -1.287552 -3.076549 -1.138338 0.2 0.1 0.1 0.00
H -3.596209 -4.641572 -2.592263 0.1 0.0 0.0 0.00
H -4.934022 -3.700083 -3.232351 0.0 0.0 0.0 0.00
H -4.622253 -3.702722 -1.503191 0.0 0.0 0.0 0.00
H -1.577819 -3.267202 -4.515589 0.0 0.0 0.0 0.00
H -1.350842 -1.512109 -4.476209 0.0 0.0 0.0 0.00
H -2.771138 -2.209181 -5.235868 -0.1 0.0 0.0 0.00
H -4.309028 -0.319179 -1.693891 0.0 0.0 0.0 0.00
H -4.782203 -0.530572 -3.372246 0.0 0.0 0.0 0.00
H -3.251332 0.249640 -2.995726 0.1 0.1 0.0 0.00
Cl -2.107770 1.974051 -0.444160 -0.1 0.2 -0.1 0.04
C -1.554548 3.083766 -1.663314 -0.5 -0.3 0.1 0.10
C -2.420623 3.474056 -2.662416 -0.1 -0.1 0.3 -0.01
C -1.958141 4.327844 -3.655631 -0.1 -0.1 0.0 0.14
C -0.635994 4.757718 -3.647335 0.6 0.1 0.2 0.01
C 0.216377 4.382005 -2.628816 0.2 0.2 -0.7 0.08
C -0.221550 3.548522 -1.586390 0.5 -0.6 0.9 0.10
C 0.603941 3.256546 -0.419570 -1.0 1.7 -0.1 0.25
H -3.448309 3.139409 -2.660019 0.0 -0.1 0.0 0.00
H -2.627261 4.662020 -4.436185 0.0 -0.1 0.0 0.01
H -0.279188 5.401656 -4.439298 0.0 0.1 0.1 0.00
H 1.226285 4.771754 -2.603927 0.0 -0.1 0.0 0.00
H 0.049466 3.429705 0.499768 0.1 -0.4 0.1 0.02
H 1.557662 3.783010 -0.406289 0.1 -0.2 -0.1 0.02
```
Positions in Å, forces in eV/Å.

- LUMO (spin up / spin down): -0.2708 / -0.3358 Eh
- Relative energy (zero: lowest compared OMol25 entry of this formula, charge and spin): 29.31 kcal per mole
- Spin multiplicity: 4
- Highest occupied orbital energy (spin up / spin down): -14.02 / -13.87 eV
- E: -180426.2321 eV
- Net charge: +2
- Gap between HOMO and LUMO (spin up / spin down): 6.649 / 4.729 eV


Record 3
Below is a structure of composition C24H49FN4O8STi in a non-equilibrium geometry, with properties calculated with ωB97M-V/def2-TZVPD.

```
88
Properties=species:S:1:pos:R:3:forces:R:3:lowdin_charge:R:1
C 6.079241 -2.062869 0.089999 -0.2 0.0 -0.3 -0.06
C 4.885007 -2.999875 0.209060 0.3 0.2 0.4 -0.27
O 4.661655 -3.802702 -0.936786 -0.3 0.0 0.0 -0.14
C 4.503114 -3.112184 -2.158106 0.0 -0.2 -0.1 -0.18
C 3.316702 -2.169776 -2.216505 0.3 0.0 -0.5 -0.17
O 2.088335 -2.877669 -2.452655 -0.3 0.5 0.2 -0.12
C 1.596189 -3.570831 -1.340517 0.2 0.0 0.3 -0.17
C 0.188446 -3.138103 -1.005193 0.4 0.0 0.5 -0.13
O 0.181118 -1.915317 -0.206399 -0.9 1.0 -1.4 -0.17
C -0.951479 -1.811852 0.688726 -0.3 -0.3 0.5 -0.11
C -1.318128 -0.338422 1.032847 0.0 -1.4 -0.6 -0.28
O -1.018627 -0.145386 2.371342 -0.1 0.1 0.1 -0.06
C -0.960897 1.205920 2.810175 -0.1 -0.5 0.3 -0.33
C 0.144853 2.026446 2.154251 0.0 0.4 -0.1 -0.14
C -0.325898 3.396243 1.662721 0.1 -0.2 0.0 -0.17
C 0.843950 4.363729 1.445891 -0.4 0.1 -0.4 -0.16
C 0.753103 5.047829 0.081640 0.2 0.3 0.7 -0.17
N 1.011494 4.106511 -1.026909 0.4 2.1 -0.3 0.01
C 2.253880 4.180396 -1.700762 0.1 3.1 0.8 -0.56
N 2.407291 3.996220 -2.945566 0.2 2.9 -0.8 0.12
N 3.349942 4.474151 -0.908803 -0.4 -1.1 0.2 0.19
S -0.600964 1.123958 4.573466 0.8 0.7 -0.2 0.67
O -0.765170 2.450378 5.042405 -0.4 0.0 0.2 -0.20
O 0.609371 0.424527 4.789152 -0.2 -0.4 0.0 -0.20
F -1.791152 0.248435 5.055545 -0.1 0.0 0.0 -0.11
C -2.786321 -0.153293 0.604353 -0.6 1.2 0.1 -0.30
C -3.179277 1.236446 -0.004163 0.9 -0.3 -0.4 -0.02
C -2.651415 1.296368 -1.460298 -1.2 0.7 -0.1 -0.13
O -1.712704 2.291064 -1.847894 0.3 0.0 1.1 0.03
C -0.603944 1.726416 -2.427714 0.7 0.2 1.0 -0.51
O -0.677807 1.263561 -3.532483 -0.8 -1.5 -0.8 0.16
C 0.640890 1.614391 -1.601610 0.0 -0.3 -0.6 -0.14
C 1.938675 1.658578 -2.423961 -0.1 -2.9 1.1 -0.05
N -3.791594 -0.540012 1.549229 0.2 -0.3 -0.1 0.02
C -3.912640 -1.973167 1.838804 -0.2 0.0 0.1 -0.17
C -4.375689 -2.804180 0.645236 -0.3 -0.4 0.0 -0.42
C -5.767860 -2.379194 0.146843 0.3 -0.2 -0.5 -0.05
C -4.356791 -4.293837 1.039411 0.5 0.4 -0.5 -0.05
H 6.879667 -2.550718 -0.464516 0.1 0.0 0.1 0.09
H 6.448776 -1.771272 1.069962 0.0 0.0 0.1 0.08
H 5.806362 -1.150666 -0.444210 0.1 0.0 0.0 0.07
H 3.994596 -2.411267 0.479811 -0.1 -0.1 -0.1 0.10
H 5.035433 -3.693063 1.034720 0.0 -0.2 -0.1 0.13
H 4.320622 -3.880333 -2.910999 0.1 -0.1 0.0 0.14
H 5.417085 -2.597770 -2.468386 0.0 0.2 0.2 0.13
H 3.452260 -1.526660 -3.085490 -0.1 0.0 -0.1 0.13
H 3.234139 -1.520929 -1.340112 -0.1 -0.1 0.1 0.11
H 1.592536 -4.651262 -1.503186 0.0 0.0 -0.2 0.16
H 2.193201 -3.383773 -0.443394 0.1 -0.1 0.0 0.13
H -0.317271 -2.932003 -1.987203 -0.3 -0.3 0.0 0.11
H -0.299325 -3.950679 -0.465524 -0.4 0.2 -0.1 0.15
H -1.793129 -2.332993 0.184519 0.1 0.2 0.2 0.10
H -0.790915 -2.361043 1.619303 0.3 0.0 -0.1 0.16
H -0.727881 0.293844 0.373207 0.4 0.4 0.0 0.11
H -1.943708 1.683303 2.754718 0.0 0.1 -0.1 0.14
H 0.968303 2.183393 2.851025 0.0 -0.1 0.1 0.13
H 0.569923 1.445372 1.334140 0.1 0.0 0.0 0.11
H -0.863900 3.306866 0.712087 -0.1 -0.2 0.1 0.09
H -1.037245 3.787854 2.391458 0.1 0.2 0.0 0.13
H 1.787012 3.816710 1.490029 0.1 0.1 0.3 0.10
H 0.830870 5.141236 2.207684 0.2 -0.1 0.1 0.13
H -0.251003 5.458138 -0.029422 0.0 0.0 -0.2 0.13
H 1.436628 5.897259 0.072200 0.1 0.0 -0.3 0.13
H 0.302450 4.241505 -1.735955 -0.1 0.0 0.0 0.13
H 1.526530 3.829960 -3.424313 0.1 0.2 -0.2 0.09
H 3.213194 4.265050 0.069964 0.0 0.2 0.1 0.08
H 4.174285 3.986373 -1.233752 0.3 0.5 -0.3 0.12
H -2.867605 -0.817335 -0.285047 -0.5 -0.1 0.1 0.10
H -2.826358 2.144724 0.483659 0.1 -0.2 0.4 0.13
H -4.264353 1.201865 0.033232 -0.1 0.4 -0.4 0.14
H -2.105581 0.329724 -1.564137 -2.0 1.9 0.5 0.00
H -3.487753 1.357828 -2.158929 0.1 -0.5 -0.2 0.17
H 0.634990 2.418158 -0.860596 -0.2 -0.7 0.1 0.08
H 0.597890 0.678802 -1.029313 -0.3 -0.6 0.1 0.10
H 1.797188 1.362567 -3.458868 0.0 0.1 -0.1 0.10
H 2.661490 0.972809 -1.979020 -0.1 -0.3 0.0 0.08
H 2.369873 2.655169 -2.354542 0.0 -2.7 -0.5 -0.03
H -3.676239 -0.004742 2.402047 -0.1 0.0 0.1 0.13
H -4.689991 -2.070853 2.598809 0.0 0.0 0.0 0.15
H -3.012167 -2.405737 2.295160 0.1 0.0 -0.1 0.12
H -3.682422 -2.739775 -0.214912 0.1 0.3 0.2 0.09
H -5.800554 -2.420924 -0.943936 -0.1 0.0 0.0 0.08
H -6.521789 -3.089559 0.478287 -0.1 0.2 0.2 0.08
H -6.027943 -1.364099 0.437778 -0.1 0.0 0.1 0.08
H -3.445578 -4.519694 1.597295 -0.1 -0.1 0.2 0.08
H -5.240202 -4.558895 1.612517 0.1 -0.1 0.1 0.09
H -4.306670 -4.900896 0.135811 -0.3 -0.1 0.0 0.09
Ti -1.170586 -0.894428 -1.968469 3.6 -2.2 -0.5 1.29
```
Positions in Å, forces in eV/Å.

- LUMO: -0.3265 Eh
- Spin multiplicity: 1
- Highest occupied orbital energy: -13.60 eV
- E: -84665.3731 eV
- Net charge: +2
- Gap between HOMO and LUMO: 4.718 eV


Look up the net charge of the second one. +2


What is the E in the second record? -180426.2321 eV


Look up the net charge of the third one. +2